C55H51N3P2S3Y | ωB97M-V/def2-TZVPD

For the HOMO energy, the calculation gives -3.93 eV. The net charge is -1. Its lowest unoccupied orbital energy is 0.0745 Ha. For the frontier orbital gap, the calculation gives 5.96 eV. The value obtained for the total energy is -4206.5268 Eh. The relative energy (zero: lowest compared OMol25 entry of this formula, charge and spin) comes out at 0.0 kJ/mol.

XYZ file:
```
115
Properties=species:S:1:pos:R:3:forces:R:3:mulliken_charge:R:1
Y -0.8329 -0.8986 0.7654 0.569 -0.095 -0.185 -0.64
C -3.2219 -4.9878 1.2471 0.914 0.109 1.638 -1.06
C -2.2775 -3.9175 1.4197 -1.223 -1.264 0.103 -0.34
N -1.9728 -3.1224 0.4459 -0.251 0.494 -0.089 1.00
C -2.5228 -3.3837 -0.7589 -0.050 0.758 -2.384 -0.47
C -3.4308 -4.4474 -1.0506 0.699 0.364 0.774 1.09
C -3.7828 -5.2576 0.0459 -0.797 -0.420 0.081 -0.98
C -3.9658 -4.6383 -2.3299 -0.594 0.763 -0.511 -1.13
C -3.7418 -3.6695 -3.2832 0.416 -0.779 0.123 -0.87
C -2.8025 -2.6507 -3.0637 0.238 -0.357 0.612 -0.70
C -2.1091 -2.4898 -1.8547 -0.779 -1.364 0.410 0.11
N -1.1448 -1.5798 -1.5635 -0.058 0.313 0.243 1.18
C -0.3879 -1.0295 -2.5436 0.479 0.529 0.383 -0.88
C -0.0411 -1.6233 -3.7521 0.054 0.492 -0.482 -0.24
C 0.5924 -0.8814 -4.7538 0.939 1.115 0.002 -0.83
C 1.0157 0.4330 -4.5699 0.026 -0.374 -0.423 -1.10
C 0.8176 1.0006 -3.2854 -0.175 1.581 -0.853 1.53
C 1.0971 2.3803 -3.0350 0.844 0.526 1.651 -1.01
C 0.9305 2.8936 -1.7444 -0.114 -0.422 -0.994 -1.01
C 0.4070 2.0217 -0.7534 0.408 0.382 -0.360 -0.48
N 0.0765 0.7672 -0.9752 -0.428 0.349 -0.526 1.86
C 0.1919 0.2963 -2.2625 -0.628 -1.591 0.515 -0.48
H -3.4264 -5.5509 2.1675 -0.131 0.065 -0.607 0.39
H -1.8301 -3.7228 2.3737 0.137 -0.002 0.468 0.48
H -4.5759 -6.0273 -0.0771 0.785 0.472 0.121 0.34
H -4.6566 -5.4497 -2.5304 0.073 -0.022 0.162 0.37
H -4.2263 -3.8036 -4.2517 0.200 0.328 0.126 0.37
H -2.5469 -2.0140 -3.8688 0.085 0.620 -0.658 0.72
H -0.2603 -2.6429 -4.0366 -0.398 -0.041 0.514 0.67
H 0.7909 -1.3914 -5.6846 0.045 0.060 -0.213 0.38
H 1.5199 1.0611 -5.3470 -0.593 -0.842 0.670 0.32
H 1.5933 3.0237 -3.7752 -0.410 -0.478 0.043 0.39
H 1.2160 3.9273 -1.4498 -0.336 -0.902 -0.422 0.36
H 0.2766 2.4230 0.2374 -0.031 -0.216 0.390 0.13
S 1.0668 -4.4347 3.0129 0.026 -0.715 0.332 -0.33
C 0.7455 -2.9665 2.3298 0.419 -0.247 0.449 0.17
S -0.0503 -1.7290 3.2639 -0.391 0.304 -0.451 -0.51
S 1.2654 -2.6432 0.7311 -0.122 0.508 -0.632 -0.41
C -7.0765 -1.9001 1.8179 -1.364 0.107 -0.941 -0.54
C -7.2984 -1.1554 0.6428 0.246 0.263 -0.261 -0.62
C -6.2795 -0.3754 0.0749 -0.129 -0.886 0.815 -0.31
C -5.0252 -0.3626 0.6981 0.351 0.771 -0.440 0.57
C -4.8871 -1.0015 1.9268 0.259 -0.465 -0.558 -0.74
C -5.8857 -1.7876 2.4803 0.837 -0.284 0.324 -0.67
P -3.4157 0.4059 0.0704 -0.679 -0.611 0.760 2.31
C -3.6165 0.8769 -1.6669 0.122 0.442 0.864 0.42
C -4.2832 0.0459 -2.5355 -0.132 -0.256 -0.578 -1.03
C -4.3247 0.3700 -3.8721 -0.599 0.063 -0.428 -0.84
C -3.7077 1.5081 -4.3301 0.736 0.425 -0.271 -0.87
C -2.9678 2.3294 -3.4897 -0.394 -0.961 1.433 -0.67
C -2.9525 2.0241 -2.1205 0.143 0.249 -0.350 -0.28
C -3.3755 2.0103 0.9161 0.315 0.120 0.337 -0.56
C -4.3537 2.9413 0.7008 -0.437 0.358 -0.515 -0.02
C -4.2320 4.2467 1.2483 2.071 -1.405 0.228 -1.02
C -3.0736 4.5876 1.9336 -1.624 0.233 0.435 -0.89
C -2.1082 3.5988 2.2516 0.308 0.859 -0.359 1.21
C -0.9488 3.9381 2.9761 0.709 0.380 0.256 -0.88
C 0.0179 2.9982 3.2620 -0.001 0.706 0.069 -0.85
C -0.1108 1.6845 2.7445 -1.253 0.094 0.119 0.72
C -1.2276 1.2698 2.0082 0.187 0.608 -0.301 -0.28
C -2.2294 2.3002 1.7468 0.029 -1.536 -0.351 0.88
H -7.8483 -2.5979 2.1457 0.160 0.269 0.077 0.35
H -8.2433 -1.1691 0.0798 0.321 -0.292 0.573 0.36
H -6.4931 0.1002 -0.8654 0.222 0.294 -0.187 0.48
H -3.9119 -1.0533 2.3666 0.475 0.217 0.388 0.42
H -5.6223 -2.4030 3.3508 -0.392 0.376 -0.291 0.40
H -4.7495 -0.8798 -2.2520 -0.057 -0.130 0.481 0.76
H -4.8905 -0.2430 -4.5666 0.133 -0.070 0.057 0.42
H -3.7163 1.7372 -5.3732 -0.127 0.087 -0.591 0.38
H -2.3883 3.1447 -3.8500 0.195 0.616 -0.338 0.48
H -2.4226 2.6667 -1.3944 -0.283 -0.420 -0.561 0.15
H -5.2028 2.7316 0.0053 0.697 0.062 0.770 0.29
H -5.0022 4.9156 1.0538 -1.129 1.366 -0.178 0.51
H -3.0129 5.5975 2.3883 0.229 -0.677 -0.431 0.30
H -0.8092 5.0026 3.2101 -0.051 -0.511 0.297 0.28
H 0.8787 3.3092 3.8858 -0.409 -0.360 -0.572 0.31
H 0.6385 0.9545 2.9953 0.229 -0.126 0.024 -0.12
C 6.5287 -1.1406 1.6356 -0.116 0.194 -0.162 -1.67
C 5.0638 -1.4141 1.1451 1.143 0.695 0.248 1.88
C 5.0319 -2.3002 -0.0900 0.115 0.036 -0.566 -1.72
C 4.4680 -2.0928 2.3770 -0.454 0.561 0.041 -1.69
P 3.9465 0.0934 0.7647 0.326 -0.713 0.163 0.78
C 4.3730 1.1125 2.2065 -0.717 0.057 0.386 0.44
C 5.4280 1.9856 2.3197 0.706 0.731 0.145 -0.04
C 5.6146 2.7579 3.4667 0.770 -0.493 -0.765 -0.88
C 4.8146 2.5701 4.5531 -1.394 0.165 1.386 -0.65
C 3.7042 1.6909 4.4867 0.960 0.178 -0.586 -0.65
C 3.4791 0.9965 3.2925 0.314 0.407 0.251 -0.87
C 4.6419 1.0208 -0.7056 0.492 0.162 0.372 1.99
C 4.1077 2.4704 -0.5001 1.706 0.416 -0.345 -1.46
C 6.1642 0.9443 -0.9484 0.021 0.864 0.114 -1.75
C 3.9712 0.4340 -1.9584 1.269 -0.428 -0.086 -1.87
H 6.9644 -2.0497 2.0843 -0.271 0.020 -0.356 0.49
H 6.4577 -0.4442 2.4761 0.224 0.135 -0.194 0.40
H 7.2590 -0.7611 0.9046 -0.415 -0.050 0.097 0.21
H 5.3726 -3.3119 0.1638 0.182 0.156 -0.179 0.53
H 5.6311 -1.8679 -0.9334 -0.326 -0.569 0.783 0.22
H 4.0100 -2.4024 -0.4570 -0.110 -0.084 0.024 0.23
H 4.8546 -3.1071 2.3949 0.062 -0.188 0.387 0.69
H 3.3852 -2.1398 2.3076 -0.159 -0.154 0.176 -0.05
H 4.7584 -1.5095 3.2839 -0.280 -0.690 -0.529 0.33
H 6.1504 2.1473 1.5218 -0.279 -0.278 0.098 0.13
H 6.4764 3.4130 3.4800 -0.099 0.187 0.207 0.43
H 4.9734 3.1714 5.4700 -0.066 -0.519 -0.584 0.29
H 3.0868 1.5602 5.3676 -0.163 -0.020 -0.204 0.48
H 2.6056 0.3729 3.1357 0.053 -0.133 0.322 0.57
H 4.6841 3.0499 0.2704 -0.602 -0.657 -0.751 0.33
H 3.0775 2.4490 -0.2114 -0.657 0.021 0.225 0.11
H 4.1891 3.0384 -1.4473 -0.083 -0.251 0.251 0.49
H 6.8004 1.4954 -0.2080 -0.605 -0.514 -0.657 0.16
H 6.3491 1.3581 -1.9534 0.165 0.087 0.262 0.47
H 6.4781 -0.0934 -0.9872 0.122 0.003 0.082 0.41
H 2.9361 0.3145 -1.7779 -1.250 0.076 -0.098 0.10
H 4.3449 -0.5764 -2.2508 -0.052 0.742 0.339 0.25
H 4.1804 1.1233 -2.7831 -0.298 -0.128 -0.124 0.64
```
Positions in Å, forces in eV/Å.

C55H51N3P2S3Y | ωB97M-V/def2-TZVPD

For the HOMO energy, the calculation gives -4.36 eV. The net charge is -1. Its lowest unoccupied orbital energy is 0.0770 Ha. For the frontier orbital gap, the calculation gives 6.46 eV. The value obtained for the total energy is -4206.5046 Eh. The relative energy (zero: lowest compared OMol25 entry of this formula, charge and spin) comes out at 58.5 kJ/mol.

XYZ file:
```
115
Properties=species:S:1:pos:R:3:forces:R:3:mulliken_charge:R:1
Y 0.3878 2.5299 -0.1435 0.190 0.295 0.160 -0.20
C -2.7685 0.0997 -2.4967 0.048 -1.409 -0.874 -0.49
C -1.6421 0.5036 -1.7833 0.674 0.816 0.052 -0.93
N -1.6239 1.5137 -0.9235 -0.443 -0.780 -0.761 1.27
C -2.7904 2.1139 -0.6326 -0.337 0.402 0.009 -0.83
C -3.9770 1.7560 -1.2985 -0.725 -0.270 -1.035 1.49
C -3.9496 0.7632 -2.2959 0.698 -0.897 -0.012 -1.29
C -5.1792 2.4412 -1.0531 0.374 0.729 1.359 -0.97
C -5.1256 3.4404 -0.1233 -0.909 0.249 -0.345 -0.92
C -3.9428 3.8613 0.5117 -1.057 0.015 -0.321 -0.42
C -2.7764 3.2176 0.3055 1.629 -1.022 -0.636 0.39
N -1.5256 3.5500 0.8027 -0.291 -0.542 -0.293 -0.18
C -1.4268 4.0808 2.0490 1.293 0.123 -0.825 0.47
C -2.3907 4.1527 2.9914 -1.605 0.147 1.471 -0.42
C -2.1010 4.7774 4.2312 -1.273 0.058 0.851 -0.94
C -0.8903 5.2679 4.6376 -0.404 0.741 -0.518 -1.26
C 0.1344 5.2393 3.6645 0.892 -0.168 -0.147 1.29
C 1.4448 5.7779 3.8820 -0.471 -1.176 -1.719 -0.79
C 2.4029 5.6307 2.8946 0.395 1.012 1.254 -0.93
C 2.0892 4.9516 1.7323 -0.072 -1.442 -1.431 0.02
N 0.9077 4.3820 1.5210 -0.643 0.859 0.453 0.26
C -0.1259 4.5986 2.4172 1.479 -0.078 -0.094 0.43
H -2.6699 -0.7766 -3.2125 -0.157 1.357 0.891 0.31
H -0.6677 0.0949 -2.0131 0.086 -0.324 0.078 0.85
H -4.8106 0.4561 -2.8956 0.012 0.431 0.438 0.39
H -6.1186 2.1952 -1.5061 -0.139 -0.296 -0.340 0.44
H -6.0684 3.9421 0.0772 0.208 0.247 0.182 0.36
H -3.9394 4.7326 1.1107 -0.232 0.663 0.526 0.87
H -3.4101 3.7241 2.8027 1.304 0.597 0.433 0.35
H -2.9598 4.9471 4.9004 0.408 -0.372 -0.168 0.33
H -0.7746 5.8566 5.5577 -0.045 -0.476 -0.372 0.33
H 1.6894 6.2399 4.8018 0.090 0.442 0.831 0.48
H 3.4215 6.0324 3.0430 -0.702 -0.254 -0.176 0.37
H 2.8256 4.7477 0.9118 -0.575 0.427 0.962 0.27
S 2.7123 4.1961 -4.1398 -0.203 -0.020 0.203 -0.32
C 1.9793 3.5628 -2.8044 -0.106 -0.672 0.213 0.17
S 0.3998 2.7356 -2.8345 0.528 0.465 -0.185 -0.42
S 2.7445 3.4969 -1.2146 -0.074 0.098 -0.483 -0.41
C -4.2916 -4.7538 1.3744 0.546 0.501 0.582 -0.55
C -3.5374 -4.3630 0.2521 -0.585 -0.383 -0.212 -0.49
C -2.9218 -3.1242 0.2124 0.497 0.769 0.703 -0.19
C -2.9916 -2.2613 1.3681 -1.003 -0.220 -1.310 -0.32
C -3.8660 -2.6024 2.4008 0.473 -0.826 0.063 -0.10
C -4.4645 -3.8794 2.4541 0.550 0.033 -0.836 -0.57
P -2.0155 -0.6840 1.3266 0.547 -0.701 -0.350 1.20
C -2.6784 0.2109 2.7667 -1.509 0.193 -1.669 0.43
C -2.0333 0.3239 3.9501 1.401 0.127 1.217 -0.38
C -2.6096 1.0382 4.9902 -0.059 0.189 0.455 -0.70
C -3.8781 1.5733 4.8889 0.387 -0.352 -0.316 -0.58
C -4.5786 1.4045 3.6987 0.607 -0.652 -0.500 -1.14
C -3.9642 0.7893 2.5888 -0.024 -0.530 1.397 -0.03
C -0.4493 -1.4133 2.0074 0.305 -0.077 -0.137 0.14
C -0.5390 -2.6064 2.6850 1.006 0.028 0.807 -0.52
C 0.6245 -3.1630 3.3136 -1.358 -0.644 -0.198 -1.06
C 1.8193 -2.5862 3.1224 1.424 0.889 -0.119 -0.86
C 1.9691 -1.3414 2.4113 0.617 0.043 0.846 1.87
C 3.2187 -0.6079 2.4786 -1.168 -0.745 -0.095 -1.06
C 3.2273 0.6835 2.0878 0.243 0.612 -0.520 -1.59
C 2.0528 1.2457 1.4750 0.766 0.564 0.076 0.19
C 0.8477 0.5912 1.2681 1.088 0.581 0.272 0.15
C 0.8357 -0.7117 1.8638 -1.750 -0.727 -0.013 0.57
H -4.6297 -5.7757 1.4775 -0.258 -0.003 -0.236 0.34
H -3.4982 -5.0589 -0.6060 0.199 0.521 0.515 0.36
H -2.3180 -2.8256 -0.6783 -0.512 -0.198 0.893 0.12
H -3.9333 -1.9362 3.2501 -0.149 0.013 0.076 0.38
H -4.9644 -4.2408 3.3503 -0.110 0.295 -0.178 0.36
H -1.0394 -0.1388 4.0640 -0.572 0.294 0.072 0.30
H -2.1144 1.1601 5.9368 0.428 -0.076 0.152 0.41
H -4.2910 2.0689 5.7591 -0.239 0.018 -0.168 0.38
H -5.6157 1.6410 3.7264 -0.680 0.459 -0.527 0.43
H -4.5204 0.5379 1.6826 0.094 0.463 0.136 0.43
H -1.4806 -3.1092 2.8754 0.128 0.149 -0.186 0.34
H 0.5273 -4.0513 3.9620 0.041 0.463 -0.521 0.34
H 2.7038 -3.0042 3.6097 -0.139 0.131 -0.175 0.32
H 4.1044 -1.0719 2.8813 0.083 -0.180 0.143 0.43
H 4.1693 1.2566 2.1810 -0.753 -0.160 -0.133 0.34
H 2.2509 2.3146 1.1526 -0.224 -1.050 0.246 0.05
C 2.4570 -4.5781 -2.6475 1.688 0.130 -0.208 -1.89
C 1.6818 -3.3370 -2.1677 -0.166 -0.202 0.218 2.29
C 0.1915 -3.4642 -2.5721 -0.274 -0.126 -0.415 -1.75
C 1.8226 -3.3102 -0.6043 -0.276 -0.495 -0.237 -2.16
P 2.1147 -1.5703 -2.6608 0.204 -0.426 -0.831 0.60
C 3.9424 -1.5014 -2.6370 1.414 0.445 -0.368 0.51
C 4.8557 -2.3979 -3.1967 0.461 -0.594 0.608 -0.49
C 6.2498 -2.2755 -3.0940 -0.253 0.341 -0.453 -0.93
C 6.7918 -1.0933 -2.5560 -1.877 -0.931 0.058 -0.46
C 5.9210 -0.1201 -2.0365 0.674 -1.160 -0.778 -0.85
C 4.5466 -0.3564 -2.1266 -0.282 1.260 1.474 -0.12
C 1.8156 -1.4457 -4.5432 -0.126 -0.425 0.153 2.01
C 2.5929 -0.1980 -4.9894 0.960 -1.732 -1.097 -2.21
C 2.1998 -2.6258 -5.4770 0.267 0.962 -0.450 -1.84
C 0.3520 -1.0964 -4.7704 -1.098 -0.597 -0.208 -1.58
H 1.9486 -5.4980 -2.3406 -0.097 0.127 -0.055 0.47
H 3.4853 -4.6173 -2.2025 -0.893 0.082 0.097 0.41
H 2.7154 -4.6473 -3.7221 -0.770 0.181 0.341 0.26
H -0.3270 -4.2264 -1.9843 0.189 -0.226 0.023 0.64
H -0.0477 -3.6527 -3.6664 0.736 0.120 1.318 0.17
H -0.2839 -2.5261 -2.3032 -0.362 0.261 -0.029 0.11
H 1.5246 -4.3046 -0.2225 0.023 0.313 -0.036 0.61
H 1.1895 -2.5525 -0.0986 0.419 -0.315 -0.441 0.22
H 2.8851 -3.1811 -0.3225 -0.493 0.192 -0.116 0.34
H 4.4721 -3.2955 -3.6082 -0.182 -0.714 -0.487 0.44
H 6.8998 -3.1005 -3.4851 -0.635 0.964 0.399 0.33
H 7.8372 -1.0510 -2.4975 1.340 0.501 0.194 0.42
H 6.3604 0.7567 -1.5617 -0.505 -0.047 -0.161 0.46
H 3.9241 0.3994 -1.6461 -0.136 -0.039 -0.239 0.37
H 3.6549 -0.4878 -4.9979 -0.139 0.508 0.081 0.45
H 2.4330 0.6462 -4.3698 -0.201 0.961 0.576 0.35
H 2.3359 0.0149 -6.0394 -0.095 0.183 0.348 0.56
H 3.2575 -2.8798 -5.4641 0.191 0.185 0.167 0.27
H 1.9776 -2.3132 -6.5146 0.108 0.051 0.282 0.47
H 1.6707 -3.5472 -5.3580 -0.628 -0.479 0.518 0.33
H 0.0726 -0.2234 -4.1882 -0.075 0.164 0.163 0.19
H -0.4167 -1.9069 -4.5934 1.007 0.808 -0.175 0.17
H 0.2850 -0.7977 -5.8183 -0.301 -0.017 -0.114 0.64
```
Positions in Å, forces in eV/Å.